1.
The following is a DFT calculation (ωB97M-V/def2-TZVPD) of a 2-piece molecular cluster, CH8NO2 overall.

Values from the calculation:
Molar mass, Da: 66.1
Total charge: +1
Orbital gap, eV: 12.44
HOMO energy, eV: -15.9
Calculated total energy, eV: -6744.2941

Atoms and positions in Å:
O -2.18 -0.33 0.70
H -0.09 0.45 -1.48
H -1.88 -1.16 1.01
H -3.15 -0.49 0.78
N 0.31 1.01 -0.69
C 0.92 -0.07 0.22
O 1.67 -0.78 -0.63
H 1.05 1.53 -1.24
H -0.25 1.60 -0.11
H 0.14 -0.47 0.70
H 1.46 0.30 1.06
H 2.01 -1.59 -0.33

natural (NBO) atomic charge list, values in e, 6 entries: -0.966 0.465 0.468 0.499 -0.694 0.132

2.
The following is a DFT calculation (ωB97M-V/def2-TZVPD) of C10H15FI2MnNSi as an isolated structure.

Values from the calculation:
Molar mass, Da: 505.1
Total charge: +1
Orbital gap (alpha / beta), eV: 5.55 / 5.57
Multiplicity: 6
HOMO energy (alpha / beta), eV: -10.3 / -10.3
Calculated total energy, eV: -70214.7541
⟨S²⟩: 8.76

Atoms and positions in Å:
Mn -1.74 -0.07 0.02
I -4.30 1.36 0.64
C -5.26 -0.44 -0.03
I -3.77 -1.88 -0.63
H -5.88 -0.22 -0.89
H -5.83 -0.86 0.78
C -0.27 -1.49 -2.24
Si 0.74 -1.47 -0.60
C 2.51 -1.99 -0.85
C -0.19 -2.62 0.64
N 0.33 0.09 0.03
C 0.99 1.21 0.45
C 2.38 1.42 0.49
C 2.89 2.62 0.95
C 2.07 3.65 1.38
C 0.69 3.48 1.35
C 0.21 2.29 0.89
F -1.16 2.03 0.84
H -0.74 -2.46 -2.45
H 0.37 -1.25 -3.09
H -1.05 -0.72 -2.24
H 2.56 -3.01 -1.25
H 3.06 -1.98 0.09
H 3.02 -1.33 -1.56
H -0.66 -3.48 0.15
H -0.96 -2.07 1.20
H 0.50 -3.01 1.39
H 3.02 0.62 0.16
H 3.96 2.76 0.97
H 2.49 4.58 1.73
H 0.01 4.26 1.68

natural (NBO) atomic charge list, values in e, 6 entries: 1.327 0.280 -0.682 0.258 0.251 0.251

3.
The following is a DFT calculation (ωB97M-V/def2-TZVPD) of one molecule with the formula C2H3NO2.

Values from the calculation:
Molar mass, Da: 73.1
Total charge: 0
Orbital gap, eV: 10.74
HOMO energy, eV: -10.5
SMILES: O=CNC=O
Calculated total energy, eV: -7707.1539

Atoms and positions in Å:
O -2.32 0.06 -0.18
C -1.14 -0.08 -0.41
N -0.14 -0.01 0.53
C 1.24 0.00 0.13
O 1.78 0.96 -0.33
H -0.76 -0.32 -1.42
H -0.40 0.38 1.43
H 1.74 -0.98 0.25

natural (NBO) atomic charge list, values in e, 6 entries: -0.571 0.537 -0.723 0.555 -0.462 0.114

4.
The following is a DFT calculation (ωB97M-V/def2-TZVPD) of CH2INO3 as an isolated structure.

Values from the calculation:
Molar mass, Da: 202.9
Total charge: 0
Orbital gap (alpha / beta), eV: 6.59 / 5.92
Multiplicity: 3
HOMO energy (alpha / beta), eV: -6.4 / -10.3
Calculated total energy, eV: -16792.5847
⟨S²⟩: 2.01

Atoms and positions in Å:
C -0.29 0.24 0.83
N -0.04 1.84 -1.18
O 0.86 1.08 -1.26
O -0.44 2.71 -1.89
O -0.85 1.69 -0.17
I 1.56 0.59 1.71
H -1.08 0.47 1.48
H -0.53 -0.73 0.38

natural (NBO) atomic charge list, values in e, 6 entries: -0.510 0.732 -0.449 -0.372 -0.412 0.608